Entry 1:
116
Properties=species:S:1:pos:R:3:lowdin_charge:R:1 method="wB97M-V/def2-TZVPD" e_homo_ev=-4.86 e_lumo_ev=1.7 multiplicity=1 orbital_gap_ha=0.2420 total_charge=-1
C 0.20 -4.32 2.21 -0.110
C -0.36 -2.95 2.56 -0.269
C -0.33 -1.96 1.39 -0.202
C -1.11 -0.67 1.79 -0.208
C -2.60 -0.72 1.41 -0.213
C -3.46 0.10 2.40 -0.288
C -4.84 -0.51 2.75 -0.291
Al -4.88 -2.50 3.19 0.398
C -5.87 -3.44 1.59 -0.463
F -6.80 -2.61 1.02 0.009
F -6.58 -4.50 2.11 -0.005
C -4.97 -3.97 0.47 -0.683
F -4.72 -2.98 -0.37 0.145
F -5.49 -4.96 -0.24 0.141
F -3.82 -4.36 0.95 0.139
H 1.21 -4.22 1.83 0.063
H -0.41 -4.87 1.49 0.059
H 0.20 -4.92 3.13 0.064
H -1.42 -3.09 2.81 0.056
H 0.11 -2.51 3.44 0.081
H -0.80 -2.37 0.49 0.107
H 0.71 -1.70 1.19 0.092
H -0.96 -0.53 2.85 0.076
H -0.64 0.19 1.30 0.097
H -2.96 -1.74 1.26 0.063
H -2.67 -0.23 0.44 0.101
H -2.91 0.37 3.30 0.087
H -3.66 1.06 1.91 0.086
H -5.57 -0.27 1.97 0.036
H -5.19 0.00 3.66 0.026
H -3.44 -3.15 3.45 -0.079
H -5.82 -2.76 4.47 -0.101
C 2.82 3.83 5.07 -0.056
C 3.40 2.90 4.03 -0.186
O 3.19 1.52 4.40 0.033
C 1.99 1.02 4.08 -0.386
O 1.12 1.62 3.53 0.176
C 1.92 -0.46 4.48 -0.520
F 2.42 -0.67 5.71 0.158
F 2.62 -1.22 3.63 0.164
F 0.66 -0.89 4.48 0.153
H 3.22 3.60 6.06 0.091
H 3.05 4.85 4.83 0.045
H 1.73 3.72 5.13 0.087
H 4.48 3.04 3.97 0.129
H 2.99 3.09 3.04 0.100
C 4.02 10.91 4.37 -0.061
C 3.87 10.04 5.60 -0.200
O 2.76 9.14 5.46 0.033
C 3.00 8.02 4.79 -0.392
O 4.05 7.70 4.30 0.171
C 1.74 7.14 4.77 -0.533
F 0.64 7.86 4.52 0.168
F 1.56 6.55 5.97 0.164
F 1.83 6.19 3.84 0.151
H 3.08 11.44 4.16 0.083
H 4.81 11.65 4.51 0.082
H 4.26 10.31 3.49 0.079
H 3.65 10.66 6.47 0.124
H 4.79 9.49 5.81 0.125
C 1.69 0.70 -3.80 -0.060
C 1.12 1.90 -3.08 -0.189
O 1.36 1.80 -1.66 0.046
C 2.55 2.21 -1.25 -0.392
O 3.42 2.66 -1.95 0.163
C 2.65 2.08 0.27 -0.527
F 2.15 0.92 0.71 0.169
F 1.96 3.06 0.90 0.158
F 3.91 2.15 0.71 0.158
H 1.30 -0.22 -3.38 0.081
H 1.44 0.74 -4.86 0.078
H 2.77 0.67 -3.70 0.073
H 0.04 1.93 -3.20 0.129
H 1.52 2.84 -3.47 0.107
C -5.64 -4.31 -4.06 -0.056
C -5.34 -3.52 -5.32 -0.200
O -4.54 -2.36 -5.02 0.034
C -3.23 -2.55 -4.92 -0.395
O -2.66 -3.60 -5.06 0.168
C -2.53 -1.22 -4.65 -0.531
F -3.17 -0.49 -3.73 0.171
F -2.46 -0.48 -5.78 0.150
F -1.28 -1.41 -4.22 0.163
H -6.12 -3.67 -3.31 0.087
H -6.31 -5.14 -4.28 0.082
H -4.73 -4.70 -3.61 0.081
H -6.26 -3.15 -5.76 0.122
H -4.84 -4.14 -6.06 0.121
C 1.07 5.96 -7.89 -0.060
C 1.71 4.73 -8.49 -0.199
O 2.87 4.33 -7.74 0.034
C 2.63 3.59 -6.66 -0.384
O 1.56 3.23 -6.27 0.167
C 3.96 3.20 -5.99 -0.523
F 4.81 4.24 -5.93 0.162
F 4.58 2.23 -6.68 0.162
F 3.77 2.76 -4.75 0.165
H 1.80 6.76 -7.80 0.083
H 0.24 6.30 -8.51 0.082
H 0.69 5.76 -6.89 0.079
H 2.06 4.94 -9.50 0.124
H 1.00 3.90 -8.56 0.125
C -1.40 -8.59 -0.10 -0.053
C -0.32 -9.37 -0.83 -0.199
O 0.99 -8.93 -0.43 0.032
C 1.47 -9.47 0.69 -0.398
O 0.92 -10.27 1.38 0.168
C 2.88 -8.92 0.95 -0.532
F 2.94 -7.60 0.74 0.167
F 3.78 -9.50 0.14 0.152
F 3.27 -9.16 2.21 0.166
H -1.26 -7.52 -0.24 0.084
H -2.39 -8.88 -0.47 0.084
H -1.36 -8.78 0.97 0.081
H -0.39 -9.18 -1.90 0.123
H -0.43 -10.44 -0.68 0.122


Entry 2:
98
Properties=species:S:1:pos:R:3:lowdin_charge:R:1 method="wB97M-V/def2-TZVPD" e_homo_ev="-16.86 / -16.66" e_lumo_ev="-9.7 / -12.1" multiplicity=5 s_squared=6.055 orbital_gap_ha="0.2632 / 0.1680" total_charge=+3
Ru 0.09 0.06 0.32 1.021
C -3.48 3.41 -1.89 -0.025
C -2.24 3.80 -1.14 -0.215
C -1.89 5.09 -0.85 0.117
C -0.73 5.39 -0.10 -0.157
N 0.09 4.43 0.26 0.207
N -0.24 3.17 -0.04 -0.007
B 0.83 2.12 0.26 -0.684
N 1.55 2.47 1.58 -0.042
N 2.54 3.35 1.51 0.210
C 3.10 3.73 2.64 -0.161
C 2.64 3.22 3.88 0.116
C 1.64 2.28 3.94 -0.204
C 1.15 1.68 5.22 -0.018
C 1.11 1.90 2.70 -0.532
S -0.10 0.65 2.52 0.873
C 4.26 4.71 2.58 -0.544
C 3.98 5.88 3.54 -0.018
C 5.53 3.96 3.04 -0.016
C 4.46 5.24 1.16 -0.044
N 1.87 2.02 -0.91 0.013
N 1.82 2.92 -1.85 0.245
C 2.76 2.90 -2.80 -0.118
C 3.83 1.98 -2.74 0.115
C 3.88 1.01 -1.76 -0.187
C 4.94 -0.04 -1.70 -0.006
C 2.81 1.04 -0.84 -0.508
S 2.58 -0.14 0.37 1.059
C 2.65 3.88 -3.94 -0.541
C 1.45 4.81 -3.77 -0.039
C 2.51 3.08 -5.24 -0.011
C 3.95 4.72 -3.98 -0.012
C -1.36 2.80 -0.66 -0.532
S -1.72 1.12 -0.77 0.882
C -0.34 6.81 0.30 -0.533
C 0.13 6.83 1.76 -0.035
C -1.52 7.77 0.13 -0.042
C 0.82 7.26 -0.62 -0.028
H -4.00 4.29 -2.26 0.101
H -4.16 2.86 -1.23 0.100
H -3.24 2.76 -2.73 0.097
H -2.53 5.89 -1.19 0.135
H 3.11 3.55 4.80 0.144
H 1.73 2.04 6.07 0.101
H 1.22 0.59 5.19 0.096
H 0.10 1.93 5.39 0.106
H 3.99 5.57 4.58 0.090
H 3.02 6.36 3.32 0.085
H 4.77 6.63 3.42 0.105
H 5.40 3.49 4.01 0.090
H 6.35 4.67 3.13 0.105
H 5.82 3.19 2.32 0.092
H 3.58 5.78 0.81 0.074
H 4.68 4.43 0.46 0.076
H 5.30 5.93 1.16 0.103
H 4.60 2.01 -3.49 0.146
H 5.69 0.12 -2.47 0.105
H 4.51 -1.03 -1.83 0.100
H 5.44 -0.03 -0.72 0.105
H 0.51 4.24 -3.74 0.086
H 1.41 5.50 -4.61 0.105
H 1.52 5.39 -2.85 0.065
H 1.59 2.47 -5.24 0.099
H 3.36 2.42 -5.42 0.091
H 2.45 3.77 -6.08 0.107
H 4.12 5.24 -3.03 0.097
H 3.85 5.47 -4.76 0.107
H 4.83 4.12 -4.21 0.090
H -0.70 6.59 2.44 0.098
H 0.49 7.83 2.01 0.101
H 0.93 6.11 1.93 0.054
H -2.40 7.43 0.69 0.101
H -1.80 7.91 -0.92 0.092
H -1.24 8.75 0.52 0.104
H 1.63 6.53 -0.60 0.065
H 1.20 8.22 -0.28 0.102
H 0.48 7.38 -1.65 0.091
O -1.78 -1.16 0.79 -0.739
S -3.03 -1.87 0.23 1.009
C -2.97 -3.57 0.89 -0.284
C -4.18 -3.74 1.81 -0.205
C -4.40 -2.39 2.47 -0.214
C -4.40 -1.38 1.32 -0.290
H -2.01 -3.62 1.41 0.108
H -2.95 -4.25 0.04 0.077
H -4.01 -4.53 2.53 0.132
H -5.06 -4.02 1.22 0.127
H -3.58 -2.17 3.16 0.122
H -5.33 -2.35 3.03 0.131
H -4.22 -0.34 1.60 0.099
H -5.30 -1.45 0.72 0.109
Cl 2.17 -4.01 -1.71 0.690
C 0.73 -3.12 -2.17 -1.535
Cl 0.89 -2.51 -3.80 0.687
Cl -0.72 -4.13 -2.03 0.691
C 0.56 -1.97 -1.16 -0.808
O 0.47 -0.75 -1.59 -0.212
O 0.52 -2.19 0.06 -0.103


Entry 3:
91
Properties=species:S:1:pos:R:3:lowdin_charge:R:1 method="wB97M-V/def2-TZVPD" e_homo_ev=-4.52 e_lumo_ev=2.4 multiplicity=1 orbital_gap_ha=0.2560 total_charge=-1
Zn 0.47 1.25 0.62 0.488
O -1.79 4.55 -2.88 0.032
C -2.88 3.84 -3.24 -0.267
C -3.70 4.49 -4.20 -0.042
C -4.87 3.95 -4.60 -0.117
C -5.29 2.73 -4.05 -0.110
C -4.46 2.05 -3.18 -0.038
C -3.18 2.58 -2.74 -0.051
C -2.37 1.79 -1.63 -0.286
O -3.31 1.33 -0.65 -0.101
N -1.24 2.58 -1.21 -0.058
N -0.01 1.78 -1.13 -0.194
C 0.97 2.35 -2.04 -0.164
C 2.21 2.52 -1.67 -0.040
Br -0.04 2.94 2.36 -0.033
C 3.17 2.80 -0.81 -0.070
C 4.47 2.19 -0.61 -0.249
C 5.17 2.35 0.55 -0.068
C 6.36 1.69 0.74 -0.105
C 6.92 0.89 -0.24 -0.084
C 6.20 0.75 -1.43 -0.086
C 5.03 1.43 -1.63 -0.039
H -1.28 4.00 -2.26 0.050
H -3.39 5.40 -4.60 0.095
H -5.39 4.56 -5.38 0.116
H -6.20 2.20 -4.42 0.102
H -4.73 1.11 -2.78 0.094
H -1.95 0.90 -2.12 0.159
H -1.35 2.95 -0.26 0.052
H 0.57 2.69 -2.99 0.107
H 2.91 3.69 -0.31 0.103
H 4.73 3.02 1.38 0.148
H 6.92 1.89 1.62 0.092
H 7.79 0.30 -0.05 0.094
H 6.67 0.26 -2.26 0.097
H 4.51 1.16 -2.51 0.103
C 2.39 0.35 2.71 -0.160
O 1.96 0.16 1.36 -0.427
Si 2.36 -1.34 0.54 0.354
C 1.96 -0.83 -1.26 -0.154
C 4.26 -1.20 0.79 -0.124
C 1.36 -2.66 1.15 -0.442
Si 2.28 -4.16 1.47 0.314
C 3.10 -4.88 -0.14 -0.189
C 1.41 -5.62 2.26 -0.208
C 3.72 -4.12 2.68 -0.200
Si -0.37 -2.86 0.71 0.387
C -1.04 -3.86 -0.80 -0.173
C -1.41 -3.68 2.12 -0.192
C -1.13 -1.15 0.46 -0.201
H 2.90 1.34 2.74 0.081
H 3.00 -0.50 2.99 0.065
H 1.55 0.48 3.47 0.084
H 0.92 -0.80 -1.59 0.004
H 2.44 -1.64 -1.86 0.045
H 2.39 0.12 -1.70 0.013
H 4.84 -1.91 0.16 0.054
H 4.50 -1.55 1.74 -0.016
H 4.53 -0.16 0.70 0.007
H 2.39 -5.11 -0.96 0.018
H 3.56 -5.83 0.18 0.016
H 3.79 -4.10 -0.51 0.011
H 0.66 -6.08 1.64 0.015
H 1.08 -5.46 3.26 0.020
H 2.24 -6.36 2.40 0.029
H 3.72 -3.24 3.37 0.033
H 4.70 -4.16 2.21 0.015
H 3.61 -5.08 3.21 0.017
H -0.97 -3.28 -1.65 -0.021
H -2.11 -4.14 -0.65 0.037
H -0.46 -4.76 -0.94 0.008
H -1.40 -4.72 1.84 -0.005
H -2.46 -3.32 2.10 0.026
H -0.98 -3.50 3.11 0.018
H -0.75 -0.59 -0.40 -0.025
H -0.85 -0.59 1.39 0.034
H -2.22 -1.17 0.26 0.052
F -8.42 0.98 2.74 0.042
C -7.25 1.27 2.13 -0.304
C -7.25 1.80 0.85 0.001
C -6.02 2.20 0.32 -0.018
C -4.85 1.92 1.03 -0.189
C -3.55 2.34 0.39 -0.141
C -4.91 1.37 2.34 0.003
C -6.14 0.99 2.88 -0.015
H -8.22 2.00 0.39 0.113
H -6.01 2.76 -0.63 0.127
H -2.74 2.42 1.13 0.064
H -3.57 3.30 -0.08 0.123
H -3.92 1.18 2.82 0.133
H -6.24 0.47 3.81 0.113


Entry 4:
89
Properties=species:S:1:pos:R:3:lowdin_charge:R:1 method="wB97M-V/def2-TZVPD" e_homo_ev=-13.10 e_lumo_ev=-6.9 multiplicity=1 orbital_gap_ha=0.2272 total_charge=+2
P -2.84 -1.87 -3.64 1.106
C -4.55 -2.22 -3.18 -0.313
C -5.62 -1.81 -3.98 -0.073
H -5.43 -1.21 -4.88 0.111
C -6.93 -2.16 -3.62 -0.055
H -7.76 -1.83 -4.25 0.122
C -7.16 -2.93 -2.48 -0.043
H -8.18 -3.23 -2.23 0.123
C -6.09 -3.33 -1.67 -0.044
H -6.27 -3.94 -0.78 0.120
C -4.78 -2.96 -2.01 -0.065
H -3.94 -3.23 -1.37 0.105
C -2.81 -0.51 -4.83 -0.323
C -3.32 0.73 -4.41 -0.093
H -3.84 0.81 -3.44 0.116
C -3.19 1.85 -5.23 -0.058
H -3.56 2.82 -4.89 0.118
C -2.59 1.72 -6.50 -0.057
H -2.49 2.60 -7.15 0.122
C -2.15 0.47 -6.94 -0.060
H -1.72 0.36 -7.94 0.120
C -2.25 -0.65 -6.11 -0.057
H -1.93 -1.64 -6.47 0.117
C -2.13 -3.35 -4.38 -0.306
C -2.90 -4.19 -5.23 -0.056
H -3.94 -3.93 -5.45 0.119
C -2.33 -5.36 -5.74 -0.045
H -2.93 -6.00 -6.40 0.123
C -1.03 -5.72 -5.40 -0.038
H -0.60 -6.65 -5.79 0.122
C -0.27 -4.91 -4.55 -0.050
H 0.74 -5.18 -4.25 0.115
C -0.83 -3.73 -4.03 -0.093
H -0.26 -3.13 -3.32 0.079
Pb -0.07 -0.10 0.24 0.956
C 1.47 1.02 -1.29 -0.137
C 1.18 0.94 -2.58 -0.384
H 2.37 1.53 -0.92 0.048
C 0.00 0.09 -3.12 -0.397
O 0.61 -0.90 -3.98 -0.059
H -0.09 -1.42 -4.43 0.068
C -0.86 -0.57 -2.10 -0.228
H -0.69 0.72 -3.72 0.123
C -1.91 -1.35 -2.16 -0.259
Cl -2.07 -1.62 1.17 -0.085
P 1.62 -2.38 0.43 0.760
P -1.73 2.29 0.24 0.769
C 1.67 -3.09 2.10 -0.247
H 0.65 -3.35 2.41 0.054
H 2.06 -2.32 2.79 0.031
H 2.31 -3.99 2.12 0.066
C 1.25 -3.81 -0.63 -0.247
H 1.68 -3.64 -1.63 0.045
H 0.16 -3.90 -0.72 0.045
H 1.67 -4.72 -0.19 0.067
C 3.38 -2.02 0.10 -0.244
H 3.70 -1.20 0.77 0.060
H 3.48 -1.68 -0.94 0.037
H 3.99 -2.91 0.29 0.069
C -1.91 2.96 1.93 -0.253
H -0.94 3.35 2.26 0.049
H -2.20 2.14 2.60 0.061
H -2.67 3.76 1.95 0.061
C -1.12 3.75 -0.68 -0.252
H -1.12 3.52 -1.76 0.031
H -0.09 3.95 -0.37 0.052
H -1.75 4.63 -0.49 0.068
C -3.45 2.12 -0.31 -0.249
H -3.80 1.12 -0.05 0.043
H -3.49 2.24 -1.41 0.031
H -4.09 2.88 0.17 0.063
P 2.26 1.70 -3.84 0.898
C 3.34 2.93 -3.11 -0.170
C 1.16 2.50 -5.01 -0.160
H 3.96 2.49 -2.31 0.071
H 2.76 3.77 -2.69 0.079
H 4.00 3.32 -3.89 0.078
H 0.55 1.76 -5.53 0.055
H 1.75 3.06 -5.74 0.076
H 0.50 3.20 -4.47 0.072
C 3.25 0.44 -4.65 -0.160
H 3.83 -0.12 -3.91 0.075
H 3.94 0.91 -5.36 0.073
H 2.59 -0.26 -5.19 0.058
H -2.32 -1.74 -1.21 -0.033
O 1.64 -0.20 3.40 -0.049
C 1.47 1.00 3.06 -0.508
O 1.04 1.48 1.94 -0.225
H 1.71 1.80 3.80 0.144


Entry 5:
99
Properties=species:S:1:pos:R:3:lowdin_charge:R:1 method="wB97M-V/def2-TZVPD" e_homo_ev=-8.20 e_lumo_ev=-4.2 multiplicity=1 orbital_gap_ha=0.1463 total_charge=0
C -67.26 -14.87 -15.97 0.053
C -68.06 -13.48 -16.02 -0.408
C -69.48 -13.62 -15.67 -0.145
C -69.68 -13.95 -14.08 -0.079
C -69.10 -12.65 -13.31 -0.151
C -67.72 -12.36 -13.60 -0.422
N -67.34 -12.54 -15.10 0.037
O -66.37 -12.07 -15.58 0.234
C -66.65 -13.28 -12.81 0.063
C -67.57 -10.95 -13.21 -0.050
C -68.03 -12.96 -17.53 0.019
H -67.43 -15.48 -16.84 0.085
H -67.73 -15.53 -15.23 0.073
H -66.31 -14.80 -15.71 0.040
H -69.95 -14.49 -16.09 0.122
H -70.21 -12.71 -15.86 0.163
H -69.04 -14.99 -13.77 0.155
H -70.60 -14.44 -13.79 0.098
H -69.36 -12.64 -12.33 0.096
H -69.64 -11.72 -13.69 0.146
H -66.63 -14.34 -12.98 0.085
H -66.80 -13.17 -11.81 0.063
H -65.63 -13.08 -12.98 0.077
H -68.19 -10.68 -12.27 0.153
H -67.78 -10.10 -13.95 0.134
H -66.61 -10.59 -13.16 0.055
H -67.03 -12.74 -17.73 0.057
H -68.69 -12.10 -17.48 0.082
H -68.55 -13.66 -18.22 0.117
N -68.32 -17.82 -12.94 -0.621
O -69.19 -17.75 -13.78 -0.052
O -67.15 -17.58 -13.34 -0.092
O -68.62 -18.17 -11.76 -0.058
C -64.24 -20.82 -15.10 -0.166
C -64.74 -19.78 -14.41 -0.071
C -63.92 -18.94 -13.35 0.099
C -62.62 -19.68 -12.81 -0.007
C -62.02 -20.83 -13.77 0.123
C -62.96 -21.46 -14.88 0.012
N -61.78 -19.20 -11.66 -0.393
O -62.30 -18.27 -10.96 -0.006
O -60.67 -19.47 -11.61 0.133
H -64.55 -21.04 -16.10 0.088
H -65.81 -19.24 -14.66 0.135
H -64.22 -18.06 -12.84 0.045
H -61.24 -21.22 -13.60 -0.056
H -62.56 -22.28 -15.34 0.048
C -66.36 -21.82 -11.36 -0.019
C -65.08 -22.81 -11.11 -0.040
C -64.16 -22.59 -10.00 -0.042
C -64.42 -21.45 -8.97 -0.091
C -65.52 -20.52 -9.20 0.035
C -66.43 -20.87 -10.41 -0.098
N -63.41 -21.19 -7.85 -0.350
O -63.92 -20.81 -6.80 0.051
O -62.34 -21.77 -7.93 0.056
H -67.05 -22.04 -12.25 0.110
H -64.75 -23.80 -11.56 0.087
H -63.15 -23.34 -10.01 0.159
H -65.90 -19.75 -8.59 0.069
H -67.11 -20.07 -10.53 0.048
C -68.11 -18.34 -18.62 -0.092
C -68.70 -18.44 -17.26 -0.040
C -68.69 -19.69 -16.39 0.061
C -68.04 -20.95 -17.06 -0.082
C -67.44 -20.75 -18.43 0.001
C -67.53 -19.47 -19.21 -0.092
N -68.09 -22.21 -16.25 -0.339
O -68.00 -23.33 -16.75 0.068
O -67.73 -22.05 -15.06 0.026
H -67.98 -17.42 -19.07 0.055
H -69.11 -17.55 -16.77 0.069
H -69.16 -19.67 -15.35 0.105
H -66.99 -21.78 -18.86 0.143
H -67.00 -19.43 -20.17 0.096
C -66.60 -16.25 -7.92 -0.336
O -66.68 -16.19 -6.68 -0.033
N -65.70 -16.98 -8.60 -0.195
C -65.75 -16.96 -10.06 -0.071
C -64.45 -17.47 -8.07 -0.078
H -67.46 -15.79 -8.37 0.122
H -66.64 -17.00 -10.52 0.005
H -65.27 -17.89 -10.54 0.101
H -65.36 -16.05 -10.54 0.088
H -64.89 -18.09 -7.17 0.099
H -63.80 -16.74 -7.43 0.119
H -63.93 -18.34 -8.85 0.137
C -71.50 -19.68 -7.43 -0.311
O -71.80 -20.38 -6.48 -0.009
N -70.23 -19.04 -7.58 -0.187
C -69.87 -18.49 -8.91 -0.038
C -69.20 -19.22 -6.51 -0.029
H -72.12 -19.37 -8.30 0.128
H -70.49 -18.06 -9.44 -0.007
H -69.08 -19.18 -9.34 0.109
H -69.33 -17.62 -8.70 0.054
H -69.63 -19.72 -5.54 0.120
H -68.59 -18.29 -6.34 0.091
H -68.73 -20.05 -6.98 0.057